Formula: C7H5NO2S3
Source: the OMol25 dataset
Level of theory: wB97M-V/def2-TZVPD

Last columns: bonded neighbours and bond lengths (Å).
CARTESIAN COORDINATES (ANGSTROEM)
1 S 3.1134 -2.3614 -0.7167  C13 1.644
2 S 2.0304 1.0137 0.2343  S3 2.091, O4 1.444, O5 1.442, C12 1.870
3 S 1.8625 3.0917 0.3893  S2 2.091
4 O 2.4902 0.8530 -1.1254  S2 1.444
5 O 2.6944 0.4063 1.3611  S2 1.442
6 N 0.4861 -3.0832 -0.0702  C13 1.159
7 C -2.3834 -0.0573 -0.0694  C8 1.391, C11 1.341, H15 1.072
8 C -1.7081 0.4960 -1.1522  C7 1.391, C9 1.407, H18 1.044
9 C -0.3661 0.9055 -1.0517  C8 1.407, C12 1.378, H17 1.124
10 C -0.4661 0.1032 1.2583  C11 1.348, C12 1.378, H16 1.153
11 C -1.7575 -0.2504 1.1008  C7 1.341, C10 1.348, H14 1.083
12 C 0.2025 0.6267 0.1726  S2 1.870, C9 1.378, C10 1.378
13 C 1.5849 -2.7726 -0.2709  S1 1.644, N6 1.159
14 H -2.3242 -0.4943 1.9909  C11 1.083
15 H -3.4320 -0.2412 -0.1976  C7 1.072
16 H -0.0101 -0.0813 2.3006  C10 1.153
17 H 0.0762 1.1988 -2.0427  C9 1.124
18 H -2.0931 0.6469 -2.1114  C8 1.044

- 2S+1 = 1
- ΔE to the lowest compared entry with this formula, charge and spin (kcal/mol) = 16.4
- calculated total energy (Ha) = -1669.393535
- net charge = 0
- HOMO (alpha / beta) (eV) = -9.7 / -9.9

Here are the Mulliken charges for atoms 1 to 4, given in e:
1 S -0.03
2 S 0.96
3 S -0.09
4 O -0.54